No. 1
Molecular formula: C13H28O13
Method: DFT, ωB97M-V/def2-TZVPD

Structure (XYZ):
```
54
Properties=species:S:1:pos:R:3:forces:R:3
C -17.772430 7.246510 18.799260 0.37 -1.02 -2.34
C -18.630840 8.232070 17.991170 -0.07 -1.16 0.81
C -19.925330 7.572890 17.438550 0.00 1.49 -0.66
O -20.970980 8.061680 18.289580 0.06 0.34 1.69
C -20.508190 9.106680 19.056100 -1.88 2.64 0.62
O -21.208020 9.922140 19.717880 3.15 -3.99 -2.66
O -19.166700 9.225790 18.812350 -1.38 1.52 1.91
H -18.302030 6.339840 19.091800 -0.68 0.70 1.73
H -16.895810 7.615760 19.331510 -0.71 0.13 0.68
H -17.293500 6.607500 18.057380 0.57 0.62 -0.98
H -18.040420 8.813810 17.283300 0.00 -0.58 -0.38
H -19.933050 6.485040 17.370550 -0.03 0.19 0.12
H -20.197630 8.073920 16.509620 0.39 -0.68 -0.56
C -15.230690 5.148780 17.992060 0.00 -0.09 -1.61
C -14.776020 3.721260 17.815940 -0.91 1.57 1.60
C -13.983430 3.399630 16.611350 -1.42 0.67 -1.55
O -13.090750 2.513300 17.137700 2.13 -2.72 -7.57
C -13.030430 2.503230 18.354850 2.53 -3.07 7.47
O -12.373690 1.712650 19.039930 -1.34 2.00 -1.36
O -13.835700 3.429930 18.802450 -0.74 1.06 3.42
H -14.386030 5.821410 17.843040 -0.07 -0.03 0.52
H -15.817630 5.359990 18.885920 0.35 -0.18 -0.05
H -15.811650 5.323170 17.086420 -0.64 0.27 0.08
H -15.613910 3.041010 17.968660 -0.19 -0.18 -0.27
H -13.422990 4.222360 16.167360 -0.33 0.18 -0.16
H -14.658170 2.884230 15.927830 0.52 0.16 -0.61
C -13.956430 8.937410 19.204600 0.30 -1.16 -0.18
C -13.100860 9.897370 18.393580 -0.78 1.49 -0.23
C -12.596600 11.096950 19.214510 -0.67 -0.28 0.25
O -11.260990 11.246600 18.826240 1.96 -0.79 -1.00
C -10.856610 10.193460 17.981910 -1.45 0.37 1.08
O -9.823540 10.023440 17.435980 0.14 0.63 0.40
O -11.898350 9.337000 17.886340 0.25 -0.86 0.13
H -13.330570 8.413920 19.927340 0.12 0.11 0.08
H -14.397560 8.139730 18.606930 0.21 -0.01 -0.40
H -14.812090 9.287200 19.782180 0.26 0.94 -0.17
H -13.558070 10.305240 17.492080 -0.74 -0.25 0.08
H -12.749330 10.851370 20.265440 0.69 0.10 0.29
H -13.074630 12.062200 19.047500 -0.35 -0.25 -0.28
C -12.158530 5.889440 19.106940 0.26 -0.37 -0.05
O -11.383080 4.939920 19.832050 -0.13 0.41 -0.03
H -12.190370 5.523810 18.080590 -0.09 0.06 -0.12
H -13.174530 5.953350 19.496510 0.10 0.07 0.06
H -11.708500 6.881540 19.070830 0.15 0.06 0.20
H -11.703610 4.947770 20.736920 0.07 -0.12 0.07
O -14.845220 6.688780 21.754750 0.70 0.81 -0.24
H -14.471120 6.290370 22.540590 0.11 -0.27 0.18
H -15.657440 6.205260 21.603940 -0.32 -0.40 -0.04
O -14.735930 4.493330 24.180800 0.00 0.24 -0.20
H -14.865150 5.036060 24.958600 -0.02 0.15 0.24
H -14.701540 3.597500 24.516260 0.05 -0.28 -0.02
O -17.096720 5.288250 21.760180 -0.21 -0.26 -0.10
H -17.616610 5.818960 22.363740 -0.15 0.18 0.29
H -17.726890 4.977150 21.110310 -0.14 -0.15 -0.19
```
Forces are in eV/Å.

For the HOMO energy, the calculation gives -9.9862 eV. For the energy above the lowest of the compared OMol25 structures with the same formula, charge and spin, the calculation gives 0.345 eV. The value obtained for the HOMO-LUMO gap is 0.3583 Eh. As for the SMILES: C[C@H]1COC(=O)O1.C[C@H]1COC(=O)O1.C[C@H]1COC(=O)O1.CO.O.O.O.

No. 2
Molecular formula: C13H29BrF3N2OP2S
Method: DFT, ωB97M-V/def2-TZVPD

Structure (XYZ):
```
52
Properties=species:S:1:pos:R:3:forces:R:3
C 2.436664 -1.537255 0.725290 0.07 1.06 -0.78
C 1.537706 -0.748142 -0.317828 0.44 -0.72 0.59
P 0.043711 -1.834427 -0.616697 2.94 1.43 -1.48
C 0.618632 -3.036899 -1.951977 -0.45 -0.16 0.99
C -1.422725 -0.965002 -1.382316 1.65 1.19 -1.49
C -1.577171 0.583938 -1.450457 -0.33 -1.58 1.38
P -0.148439 1.704977 -1.857563 -0.74 2.21 -1.12
C 1.103142 0.968036 -3.002094 -0.01 -0.85 0.08
C 0.536471 2.650141 -0.418786 -0.18 -0.56 0.92
C -2.390375 0.834476 -0.088083 1.04 -0.69 -3.20
C -3.511011 -0.312338 -0.187111 -0.50 2.47 0.08
C -4.593119 -0.079213 -1.322865 0.13 0.94 -0.81
N -5.259489 1.216549 -1.268747 0.05 -0.56 0.29
C -4.295351 -0.151629 1.147707 -0.95 -0.27 1.46
F -5.577281 -0.559136 1.087568 0.48 -0.34 -0.38
F -4.367755 1.159594 1.467840 0.22 -0.25 -0.43
F -3.770670 -0.736830 2.236216 0.38 -0.17 -0.49
N -2.682642 -1.489536 -0.518255 1.80 -0.76 -0.52
S -1.947309 -2.537938 0.698575 -3.92 -2.99 3.23
Br -3.358436 -2.862517 -1.702299 -0.90 -0.05 0.39
H 3.075537 -0.762565 1.187557 -0.21 -0.59 0.09
H 1.844570 -2.052835 1.494504 0.35 0.05 -0.28
H 3.127321 -2.196200 0.175713 -0.45 -0.14 0.46
H 2.193060 -0.593492 -1.189177 -0.58 0.41 0.24
H 1.241963 0.179639 0.193316 -0.01 -0.19 -0.56
H 0.041000 -2.944002 -2.882417 0.46 -0.03 0.18
H 1.706443 -2.931434 -2.072897 -0.43 0.15 -0.24
H 0.458770 -4.041987 -1.513936 -0.02 0.37 -0.47
H -1.506797 -1.387251 -2.393841 -0.34 0.18 0.50
H -2.276727 0.809618 -2.275088 0.35 -0.18 0.38
H 0.827865 1.257991 -4.029419 0.14 -0.01 0.51
H 2.116278 1.346002 -2.784439 -0.48 -0.04 0.02
H 1.140172 -0.136391 -2.967813 0.05 0.43 0.01
H 1.635223 2.725945 -0.417079 -0.38 -0.20 -0.06
H 0.202578 2.212237 0.544798 0.42 0.13 -0.34
H 0.116994 3.669842 -0.428670 0.22 -0.47 -0.28
H -2.732635 1.864407 -0.236062 -0.25 -0.36 1.09
H -1.679963 0.633437 0.730229 -0.70 0.47 0.10
H -5.379038 -0.847553 -1.312228 0.50 0.05 0.29
H -4.129843 -0.128459 -2.327920 0.16 -0.28 0.64
H -6.078232 1.184060 -0.669226 0.24 0.20 -0.03
H -4.638876 1.959453 -0.970903 -0.27 0.05 -0.11
H -1.683246 -1.875135 1.857811 0.02 0.62 -0.84
C 5.981453 1.585975 3.985280 0.06 0.02 0.00
C 5.218219 1.032944 2.797605 -0.11 -0.02 0.41
O 4.840659 -0.324559 3.025965 -0.06 -0.05 -0.25
H 6.874633 0.989595 4.174929 0.00 0.03 -0.08
H 6.279715 2.621097 3.811609 -0.01 -0.01 0.05
H 5.370180 1.545547 4.890313 -0.04 0.10 -0.04
H 5.837952 1.055241 1.901553 -0.06 -0.15 -0.01
H 4.314961 1.624817 2.608691 0.09 0.13 -0.08
H 4.285257 -0.342835 3.813124 0.11 -0.03 -0.01
```
Forces are in eV/Å.

For the HOMO energy, the calculation gives -10.2091 eV. Its net charge is +1. The value obtained for the HOMO-LUMO gap is 0.1872 Eh.

No. 3
Molecular formula: C13H29Cl6FO4SSi
Method: DFT, ωB97M-V/def2-TZVPD

Structure (XYZ):
```
55
Properties=species:S:1:pos:R:3:forces:R:3
C 4.137448 1.170576 -0.147033 0.22 0.56 0.33
C 3.450159 2.517113 -0.305060 -0.38 -0.51 -0.23
C 1.973096 2.343789 -0.730864 0.77 0.13 0.15
C 1.839498 2.450577 -2.234171 0.11 0.56 -0.17
O 0.526702 2.841265 -2.712013 0.13 -0.98 0.45
Si -0.791873 2.057245 -2.149647 -0.65 1.28 -0.55
C -1.531555 2.916145 -0.640300 0.15 -0.39 0.06
O -2.016682 2.009287 0.321889 0.12 0.11 -0.04
C -3.271001 2.315945 0.912784 -0.09 -0.42 0.18
C -4.374004 1.461638 0.299014 0.05 0.77 0.16
S -0.409020 -0.106547 -1.801191 0.60 0.56 -0.05
O -0.474235 -0.409208 -0.431142 -0.30 -0.47 1.69
O 0.713098 -0.559347 -2.536959 0.70 -0.22 -0.94
F -1.656152 -0.793370 -2.446767 -0.74 -0.24 -0.43
H 3.632338 0.577932 0.604280 -0.17 -0.32 0.06
H 5.155302 1.321898 0.198523 0.26 -0.11 -0.04
H 4.164682 0.660427 -1.098285 -0.01 -0.36 -0.20
H 3.476476 3.073641 0.620524 0.14 0.16 0.29
H 3.995392 3.079672 -1.055111 0.05 0.36 -0.10
H 1.385288 3.095157 -0.218720 -0.28 0.22 -0.10
H 1.685869 1.367864 -0.359681 -0.50 -0.25 0.07
H 2.518970 3.218152 -2.573821 0.02 0.39 -0.21
H 2.144760 1.542169 -2.732918 -0.03 -0.36 -0.09
H -1.798592 2.082861 -3.223890 0.04 -0.25 -0.06
H -0.797337 3.601127 -0.219849 0.19 0.11 0.19
H -2.325165 3.544000 -1.041683 -0.28 0.13 -0.17
H -3.501569 3.375576 0.864980 0.09 0.31 -0.19
H -3.183049 2.074906 1.965781 0.18 -0.12 0.23
H -4.952023 2.024286 -0.423059 -0.07 0.01 -0.39
H -5.051641 1.152390 1.080132 -0.24 -0.31 0.08
H -3.905573 0.610441 -0.172469 -0.09 -0.37 -0.07
Cl 4.908472 0.874772 -3.955574 0.03 0.06 -0.03
C 4.607614 -0.752635 -4.619367 -0.15 -0.07 -0.05
C 5.340904 -1.821075 -3.852230 -0.03 -0.06 0.03
Cl 7.106312 -1.714642 -4.072639 0.02 0.01 0.02
H 4.897910 -0.743819 -5.666240 0.07 0.04 0.01
H 3.535103 -0.929043 -4.554591 -0.01 0.00 0.06
H 5.032964 -2.801618 -4.210055 0.00 0.01 -0.04
H 5.133023 -1.756343 -2.787627 0.03 0.04 0.02
Cl -4.197014 -1.312022 2.369911 0.01 -0.11 0.12
C -3.086049 -2.220234 1.310319 0.08 0.05 -0.07
C -3.597325 -3.604600 1.006787 0.01 0.04 -0.11
Cl -3.593136 -4.661120 2.445472 -0.05 -0.07 -0.01
H -2.112387 -2.243790 1.793731 0.00 0.02 0.03
H -2.993186 -1.655400 0.384087 0.01 0.00 0.00
H -2.955049 -4.075779 0.265434 0.05 0.01 0.03
H -4.613259 -3.577011 0.622771 -0.04 0.00 0.06
Cl -1.094959 -1.177671 4.831137 0.04 0.04 -0.01
C -1.606698 -2.876775 4.998027 -0.02 -0.04 -0.11
C -2.105968 -3.191398 6.382325 -0.07 -0.04 0.01
Cl -0.802601 -3.144865 7.599287 0.00 0.01 0.02
H -0.762676 -3.505980 4.727448 0.05 0.02 0.04
H -2.405122 -3.038487 4.277053 -0.05 0.03 0.06
H -2.520586 -4.197663 6.398801 0.03 -0.02 -0.02
H -2.875897 -2.490406 6.692460 0.03 0.05 0.02
```
Forces are in eV/Å.

For the HOMO energy, the calculation gives -9.9326 eV. The value obtained for the HOMO-LUMO gap is 0.3822 Eh. As for the SMILES: CCCCO[Si@H](COCC)S(=O)(=O)F.ClCCCl.ClCCCl.ClCCCl.

No. 4
Molecular formula: C13H29ClO9PS3
Method: DFT, ωB97M-V/def2-TZVPD

Structure (XYZ):
```
56
Properties=species:S:1:pos:R:3:forces:R:3
O 1.706013 0.679573 2.373081 0.47 1.09 -2.52
S 1.766531 0.876056 0.903752 -1.73 -3.28 1.44
O 0.721327 0.140530 0.159159 2.06 1.75 0.89
O 3.207327 0.213852 0.422647 -0.97 1.67 0.19
C 1.947471 2.601244 0.408322 0.39 0.31 -0.32
C 0.896689 3.640613 0.899474 -0.22 -0.16 0.48
C -0.373704 3.180919 1.645806 -0.22 0.63 -0.18
P -1.973759 3.259684 0.580564 -0.21 -1.44 -0.63
Cl -2.287993 5.328992 1.185114 -0.08 0.92 0.08
O -2.823375 2.726072 2.019184 -0.55 -0.47 -0.04
C -2.933304 1.319668 2.038533 1.95 -0.39 -0.68
C -2.852358 0.853330 0.535309 -0.65 0.00 2.44
O -1.860771 1.644981 -0.032072 -0.26 -0.17 0.11
H 3.056190 -0.740303 0.412048 0.10 -0.27 -0.10
H 1.991366 2.611367 -0.687106 -0.12 -0.46 0.21
H 2.945068 2.914152 0.743923 -0.17 -0.41 0.09
H 1.425612 4.363051 1.535400 0.03 -0.29 -0.11
H 0.571696 4.222112 0.021995 0.08 -0.27 0.09
H -0.328429 2.208940 2.144334 0.23 0.04 -0.38
H -0.557096 3.911052 2.441481 0.06 -0.24 -0.13
H -3.222060 3.341558 -0.152892 0.03 0.40 0.42
H -1.299298 3.659482 -0.628441 0.35 0.39 0.26
H -2.012339 0.867578 2.475942 -0.17 0.32 0.17
H -3.734029 0.912971 2.667476 -0.44 0.47 -0.46
H -2.554999 -0.200781 0.589777 -0.16 0.05 -0.62
H -3.874332 0.993969 0.165617 0.34 -0.09 -0.75
C 4.615088 -5.024638 2.810649 0.10 -0.04 -0.01
C 5.815692 -4.123582 3.120195 -0.05 0.02 0.09
C 6.371857 -3.624387 1.781935 0.31 -0.01 0.38
S 4.987724 -3.603317 0.643394 -0.22 0.05 0.08
O 5.228083 -4.577686 -0.393875 0.00 0.25 -0.01
O 4.643221 -2.235138 0.337352 0.06 -0.25 -0.26
C 3.782933 -4.267104 1.782344 -0.16 -0.20 0.30
H 4.035524 -5.249040 3.705447 0.00 0.01 -0.02
H 4.961880 -5.970696 2.386848 -0.04 0.01 -0.01
H 5.486399 -3.273563 3.721917 -0.01 -0.01 -0.03
H 6.580448 -4.650838 3.690383 0.00 0.02 -0.02
H 6.783009 -2.620511 1.860304 -0.04 0.01 -0.17
H 7.123168 -4.302196 1.379788 -0.08 0.00 -0.11
H 3.078973 -4.897438 1.243818 0.04 0.10 -0.14
H 3.260218 -3.425971 2.239088 0.02 0.03 -0.07
C -3.338222 1.302592 -3.770793 0.12 -0.17 0.08
C -3.519005 0.075651 -4.673827 0.02 0.10 -0.06
C -4.394221 -0.926942 -3.913223 0.30 -0.19 -0.38
S -5.424685 0.045176 -2.814006 0.03 0.37 -0.01
O -5.054110 -0.257490 -1.456118 -0.45 -0.28 -0.16
O -6.797518 -0.010082 -3.265943 0.05 -0.16 0.23
C -4.726560 1.632741 -3.237000 0.22 0.30 -0.11
H -2.908790 2.144941 -4.312077 -0.01 0.00 0.04
H -2.669225 1.059024 -2.941014 -0.03 0.10 0.04
H -4.018892 0.373274 -5.599871 -0.02 -0.01 0.03
H -2.561684 -0.368254 -4.947362 -0.02 -0.01 0.01
H -5.030941 -1.504547 -4.579943 -0.09 -0.02 0.13
H -3.793941 -1.597577 -3.300396 -0.08 0.06 0.11
H -4.708366 2.272441 -2.355538 -0.06 -0.12 0.08
H -5.355503 2.074497 -4.010903 -0.05 -0.05 0.03
```
Forces are in eV/Å.

For the HOMO energy, the calculation gives -4.5621 eV. Its net charge is -1. The value obtained for the HOMO-LUMO gap is 0.2382 Eh.

No. 5
Molecular formula: C13H29CuN10O5
Method: DFT, ωB97M-V/def2-TZVPD

Structure (XYZ):
```
58
Properties=species:S:1:pos:R:3:forces:R:3
Cu -3.742010 -0.255504 0.096361 1.66 0.28 -0.07
C -0.515084 0.658476 -0.169115 0.14 -0.07 0.53
O -1.522878 -0.199462 0.124544 -2.62 -1.51 0.21
H -0.181659 0.645361 -1.206783 -0.20 0.50 -0.16
H -0.761825 1.629245 0.260792 0.34 0.73 -0.41
H 0.316293 0.286903 0.429924 0.57 0.29 0.11
C -0.688463 -1.010205 -4.255274 -0.78 1.77 1.26
O -1.674775 -0.343332 -4.266270 -2.66 2.45 0.12
N 0.371115 -0.808455 -3.527044 2.21 1.34 2.81
N -0.537033 -2.042391 -4.962981 0.11 -6.68 -4.73
H 0.355786 0.135348 -3.167757 1.10 0.05 0.16
H 1.201119 -1.316340 -3.797701 0.15 0.85 0.39
H 0.108557 -2.754606 -4.653017 -0.19 0.05 -0.38
H -1.277843 -2.345528 -5.578941 0.07 0.07 0.31
C -0.740998 -3.897156 0.508221 -0.34 -4.12 -0.78
O -0.894571 -5.109496 0.668118 0.29 -0.15 0.64
N -0.038054 -3.117484 1.269235 1.42 1.57 2.44
N -1.206092 -3.330389 -0.571710 -1.56 2.04 -3.80
H 0.355778 -3.581544 2.075244 -0.19 0.66 0.10
H -0.293146 -2.140902 1.232880 0.47 0.02 0.55
H -0.950943 -2.383029 -0.811513 -0.06 0.06 0.19
H -1.317620 -3.912138 -1.389774 -0.32 -0.14 0.47
C -3.811369 2.120934 2.292136 0.39 -0.63 0.05
O -4.043815 0.998632 1.840039 0.15 0.39 0.40
N -3.877835 2.538558 3.553693 -1.36 -1.62 3.39
N -3.341264 3.200238 1.690576 0.96 2.14 -3.47
H -4.253949 1.929250 4.266000 0.08 0.24 -0.02
H -3.533218 3.456456 3.796201 -0.15 -0.69 0.35
H -3.111978 3.252656 0.708342 -0.32 -0.18 0.12
H -3.644619 4.045201 2.153302 0.40 0.13 -0.93
C 0.849932 3.112097 -3.433018 0.07 -0.53 -0.82
O 1.102908 1.936625 -3.259223 -0.26 -0.55 0.43
N -0.323676 3.710702 -3.370596 -3.24 -1.00 1.74
N 1.690041 3.985068 -3.922371 4.34 2.04 -1.48
H -0.975842 3.081418 -2.924766 -0.80 0.77 -0.01
H -0.450367 4.707876 -3.469115 -0.18 -0.57 0.05
H 1.650701 4.962418 -3.670698 0.05 -0.34 -0.29
H 2.542072 3.634039 -4.335805 0.04 0.22 0.44
N 2.465667 -1.096636 0.918987 0.01 0.11 -2.02
C 2.449078 -1.432085 -0.450418 -0.70 0.84 2.26
C 3.673453 -1.927901 -0.685523 1.82 -0.95 -1.63
C 4.529725 -1.854155 0.450209 -1.24 0.53 0.08
C 3.719114 -1.302901 1.414670 -0.42 0.30 1.08
H 1.684901 -0.638971 1.367357 0.50 -0.16 0.36
H 1.592858 -1.115823 -1.027718 0.14 -0.57 -0.23
H 4.058053 -2.356579 -1.599144 -0.32 0.19 -0.28
H 5.582044 -2.096594 0.434315 -0.21 -0.04 0.38
H 3.812895 -0.976196 2.439785 0.68 -0.31 0.00
N -0.360657 0.713223 3.381174 -2.57 0.49 -0.21
C -0.669405 -0.629169 3.428525 0.81 0.26 -0.24
C 0.511576 -1.270198 3.790072 -1.43 0.61 -0.14
C 1.433240 -0.215473 3.944680 3.72 -3.35 1.82
C 0.889459 0.960994 3.804991 -0.71 2.62 -1.49
H -0.963893 1.426526 2.997271 -0.10 -0.29 0.22
H -1.661727 -0.945817 3.143165 0.17 -0.17 0.07
H 0.659786 -2.312224 4.032219 0.01 0.13 -0.23
H 2.468423 -0.372499 4.209491 0.01 -0.01 0.19
H 1.292033 1.962932 3.783754 0.05 -0.17 0.11
```
Forces are in eV/Å.

For the HOMO energy (spin up / spin down), the calculation gives -6.2205 / -7.8857 eV. Its spin multiplicity is 3. As for the expectation value of S²: 2.010. The value obtained for the HOMO-LUMO gap (spin up / spin down) is 0.2212 / 0.2202 Eh.

Question: Which formula does entry 2 have?
Answer: C13H29BrF3N2OP2S